{
  "formula": "CHN3O5",
  "method": "ωB97M-V/def2-TZVPD",
  "elements": ["C", "N", "N", "N", "O", "O", "O", "O", "O", "H"],
  "positions_angstrom": [[0.584, 1.628, 1.745], [0.076, 0.567, 2.442], [0.345, 1.142, 0.401], [-0.754, 1.352, -0.425], [0.744, 2.790, 1.986], [0.520, -0.299, 3.094], [-1.586, 2.164, -0.127], [-0.779, 0.545, -1.388], [1.048, -0.039, 0.153], [0.641, -0.561, -0.622]],
  "homo_lumo_gap_ev": [8.66, 8.66],
  "e_homo_ev": [-10.50, -10.50],
  "total_energy_ev": -15751.62905
}

=====

{
  "formula": "C14H19Cl5NNiO3P",
  "method": "ωB97M-V/def2-TZVPD",
  "elements": ["Ni", "Cl", "C", "C", "Cl", "C", "Cl", "C", "O", "C", "Cl", "C", "Cl", "N", "C", "C", "O", "O", "H", "H", "H", "H", "C", "C", "P", "C", "C", "C", "C", "H", "H", "H", "H", "H", "H", "H", "H", "H", "H", "H", "H", "H", "H", "H"],
  "positions_angstrom": [[-0.556, 0.227, 1.198], [-2.523, -5.939, -1.614], [-1.656, -4.607, -0.958], [-2.335, -3.471, -0.523], [-4.043, -3.367, -0.683], [-1.626, -2.422, 0.035], [-2.414, -0.968, 0.548], [-0.223, -2.440, 0.207], [0.430, -1.475, 0.764], [0.433, -3.590, -0.288], [2.148, -3.623, -0.153], [-0.265, -4.653, -0.845], [0.591, -6.033, -1.402], [-0.659, -0.287, 3.299], [-0.708, 0.948, 4.090], [-0.252, 2.137, 3.196], [0.353, 3.061, 3.700], [-0.620, 2.011, 1.969], [-1.377, -0.946, 3.566], [0.242, -0.742, 3.388], [-0.074, 0.928, 4.975], [-1.734, 1.154, 4.392], [-0.741, 0.075, -2.849], [0.638, 0.286, -2.216], [0.550, 1.095, -0.569], [0.298, 2.883, -0.906], [-1.181, 3.286, -0.943], [2.270, 1.024, 0.071], [3.343, 1.610, -0.846], [-0.640, -0.417, -3.816], [-1.253, 1.024, -3.005], [-1.367, -0.550, -2.211], [1.264, 0.912, -2.852], [1.135, -0.677, -2.078], [0.802, 3.136, -1.840], [0.791, 3.404, -0.084], [-1.685, 2.878, -1.819], [-1.273, 4.371, -0.965], [-1.682, 2.925, -0.045], [2.480, -0.021, 0.305], [2.240, 1.578, 1.014], [3.379, 1.100, -1.809], [4.319, 1.499, -0.374], [3.179, 2.673, -1.023]],
  "homo_lumo_gap_ev": [7.81, 7.77],
  "e_homo_ev": [-8.29, -8.30],
  "total_energy_ev": -135404.55867
}

=====

{
  "formula": "C22H25N3O6S",
  "method": "ωB97M-V/def2-TZVPD",
  "elements": ["C", "H", "O", "C", "C", "C", "C", "C", "C", "O", "C", "H", "H", "H", "H", "C", "H", "H", "C", "N", "C", "O", "C", "C", "C", "C", "C", "C", "H", "H", "N", "S", "O", "O", "C", "C", "O", "N", "C", "C", "H", "H", "H", "C", "H", "H", "H", "H", "H", "H", "H", "H", "H", "H", "H", "H", "H"],
  "positions_angstrom": [[0.332, 3.282, 1.750], [0.564, 2.727, 2.665], [0.324, 2.446, 0.620], [1.508, 1.865, 0.223], [2.689, 1.987, 0.945], [3.857, 1.364, 0.546], [3.880, 0.600, -0.608], [2.712, 0.499, -1.347], [1.524, 1.109, -0.961], [0.489, 0.873, -1.822], [-0.815, 1.314, -1.532], [-1.426, 0.971, -2.367], [-0.878, 2.402, -1.466], [-1.182, 0.870, -0.604], [2.683, -0.072, -2.263], [5.075, -0.233, -0.976], [5.058, -0.458, -2.044], [6.004, 0.286, -0.743], [5.023, -1.550, -0.171], [3.696, -2.120, -0.200], [2.823, -1.846, 0.811], [3.194, -1.476, 1.908], [1.381, -2.029, 0.489], [0.471, -1.289, 1.241], [-0.883, -1.345, 0.986], [-1.362, -2.173, -0.026], [-0.460, -2.938, -0.765], [0.895, -2.862, -0.513], [1.565, -3.486, -1.086], [-0.832, -3.595, -1.538], [-2.717, -2.225, -0.314], [-3.966, -1.560, 0.571], [-3.730, -1.663, 1.978], [-5.145, -2.148, 0.013], [-3.901, 0.134, 0.101], [-3.612, 1.247, 0.848], [-3.730, 2.324, 0.064], [-4.097, 1.945, -1.187], [-4.208, 0.646, -1.192], [-4.591, -0.143, -2.382], [-3.708, -0.620, -2.807], [-5.291, -0.921, -2.086], [-5.035, 0.507, -3.130], [-3.214, 1.411, 2.262], [-3.757, 2.242, 2.706], [-3.424, 0.491, 2.802], [-2.148, 1.632, 2.320], [-3.020, -2.910, -0.986], [-1.579, -0.785, 1.585], [0.858, -0.664, 2.031], [3.306, -2.260, -1.120], [5.248, -1.356, 0.879], [5.741, -2.271, -0.570], [4.743, 1.462, 1.152], [2.703, 2.563, 1.856], [-0.677, 3.690, 1.816], [1.042, 4.108, 1.637]],
  "homo_lumo_gap_ev": 8.52,
  "e_homo_ev": -7.99,
  "total_energy_ev": -50808.80332
}

=====

{
  "formula": "H12O6",
  "method": "ωB97M-V/def2-TZVPD",
  "elements": ["O", "H", "H", "O", "H", "H", "O", "H", "H", "O", "H", "H", "O", "H", "H", "O", "H", "H"],
  "positions_angstrom": [[0.715, -0.891, 1.118], [-0.224, -0.820, 1.287], [0.776, -1.397, 0.308], [-1.979, -1.497, 0.700], [-2.828, -1.156, 0.980], [-2.062, -2.447, 0.785], [1.521, -2.024, -1.508], [2.370, -1.605, -1.368], [1.072, -1.454, -2.133], [1.102, 1.815, 1.345], [0.232, 1.968, 0.977], [1.314, 0.916, 1.096], [1.064, 0.853, -1.553], [1.407, 0.586, -0.701], [0.637, 1.694, -1.388], [-1.353, 1.924, -0.111], [-1.682, 1.039, 0.043], [-2.084, 2.496, 0.123]],
  "homo_lumo_gap_ev": [11.87, 4.40],
  "total_charge": 1,
  "multiplicity": 2,
  "e_homo_ev": [-15.51, -15.50],
  "total_energy_ev": -12469.27099
}

=====

{
  "formula": "C19H51AlB2BrClN7O13",
  "method": "ωB97M-V/def2-TZVPD",
  "elements": ["C", "O", "C", "N", "C", "N", "C", "N", "C", "O", "O", "N", "C", "B", "O", "O", "B", "O", "O", "H", "H", "H", "H", "H", "H", "H", "H", "H", "H", "H", "H", "H", "H", "H", "H", "C", "C", "O", "H", "H", "H", "H", "H", "H", "Al", "O", "H", "C", "O", "H", "H", "H", "H", "Br", "Cl", "C", "C", "C", "C", "C", "C", "N", "O", "C", "C", "C", "H", "H", "H", "H", "H", "H", "H", "H", "H", "H", "H", "H", "H", "H", "H", "H", "H", "H", "C", "O", "N", "N", "H", "H", "H", "H", "O", "H", "H"],
  "positions_angstrom": [[2.442, -0.378, 4.983], [1.119, -0.770, 4.616], [0.541, -0.228, 3.502], [0.355, -1.225, 2.401], [1.146, -2.456, 2.601], [0.848, -3.343, 1.513], [-0.981, -1.516, 2.239], [-1.543, -1.213, 1.106], [-0.779, -0.531, 0.013], [-0.795, 0.719, 0.053], [-0.307, -1.369, -0.782], [-1.658, -2.129, 3.234], [-2.738, -1.350, 3.931], [-4.227, -1.501, 3.397], [-5.035, -2.436, 3.912], [-4.722, -0.698, 2.443], [-2.122, -3.493, 2.859], [-2.538, -3.699, 1.615], [-2.152, -4.446, 3.804], [2.395, 0.352, 5.748], [2.952, -1.220, 5.353], [2.996, -0.035, 4.164], [1.071, 0.603, 3.099], [-0.418, 0.130, 3.777], [0.826, -2.952, 3.478], [2.168, -2.187, 2.711], [1.382, -3.118, 0.694], [1.086, -4.278, 1.788], [-2.504, -1.479, 0.948], [-2.709, -1.707, 4.922], [-2.458, -0.324, 3.978], [-5.179, -2.304, 4.849], [-4.374, 0.183, 2.565], [-3.159, -4.428, 1.587], [-1.332, -4.925, 3.874], [-3.158, -0.049, -3.200], [-3.805, -1.422, -3.213], [-2.849, -2.497, -3.308], [-2.565, 0.097, -4.105], [-3.897, 0.747, -3.134], [-2.481, 0.047, -2.332], [-4.440, -1.478, -4.089], [-4.418, -1.587, -2.321], [-2.312, -2.505, -2.510], [-0.303, -0.619, -2.606], [4.580, -2.047, 4.001], [5.472, -2.440, 3.689], [-7.076, -2.484, -6.002], [-8.095, -2.649, -6.953], [-7.069, -1.317, -5.713], [-7.267, -3.044, -5.070], [-6.120, -2.791, -6.408], [-8.124, -3.573, -7.217], [-5.647, -0.252, -6.115], [6.036, -2.169, 2.123], [2.233, 2.429, -1.274], [3.381, 1.546, -0.712], [3.882, 2.097, 0.623], [4.780, 3.333, 0.524], [5.918, 3.121, -0.483], [5.406, 2.708, -1.860], [4.533, 1.483, -1.690], [5.161, 0.482, -1.600], [4.649, 3.886, -2.493], [6.542, 2.397, -2.810], [2.833, 0.152, -0.501], [2.338, 2.597, -2.345], [1.276, 1.937, -1.128], [2.171, 3.399, -0.786], [4.443, 1.313, 1.131], [3.006, 2.301, 1.236], [4.196, 4.217, 0.258], [5.205, 3.537, 1.505], [6.505, 4.030, -0.583], [6.597, 2.355, -0.094], [4.210, 3.604, -3.449], [5.356, 4.690, -2.671], [3.863, 4.294, -1.867], [7.206, 1.626, -2.424], [7.121, 3.301, -2.951], [6.168, 2.075, -3.780], [2.540, -0.315, -1.444], [1.957, 0.195, 0.142], [3.562, -0.493, -0.017], [-7.119, 0.804, -0.540], [-6.433, 0.152, -1.307], [-7.986, 1.772, -0.978], [-7.064, 0.614, 0.819], [-8.561, 2.318, -0.368], [-8.042, 1.926, -1.966], [-6.447, -0.095, 1.163], [-7.617, 1.138, 1.468], [8.397, 5.168, -1.019], [8.691, 4.754, -1.836], [9.082, 4.940, -0.383]],
  "homo_lumo_gap_ev": 1.04,
  "total_charge": 1,
  "e_homo_ev": -7.30,
  "total_energy_ev": -148081.08453
}

=====

{
  "formula": "C22H26MoN3OSi2",
  "method": "ωB97M-V/def2-TZVPD",
  "elements": ["Mo", "O", "C", "N", "C", "C", "C", "C", "C", "C", "N", "C", "C", "C", "C", "C", "N", "H", "H", "H", "H", "H", "H", "H", "H", "H", "H", "C", "Si", "C", "C", "C", "C", "C", "C", "C", "Si", "C", "C", "H", "H", "H", "H", "H", "H", "H", "H", "H", "H", "H", "H", "H", "H", "H", "H"],
  "positions_angstrom": [[-0.159, -0.522, -0.243], [-0.710, -4.532, -1.198], [-0.350, -3.425, -0.843], [-1.072, -2.288, -0.809], [-2.159, -2.160, -1.750], [-1.804, -1.029, -2.692], [-2.450, -0.862, -3.907], [-2.036, 0.139, -4.768], [-0.975, 0.955, -4.395], [-0.395, 0.754, -3.161], [-0.805, -0.202, -2.315], [1.115, -3.171, -0.550], [2.004, -4.222, -0.443], [3.361, -3.944, -0.401], [3.783, -2.626, -0.500], [2.833, -1.624, -0.582], [1.522, -1.883, -0.577], [-2.286, -3.079, -2.327], [-3.120, -1.955, -1.264], [-3.254, -1.533, -4.177], [-2.521, 0.273, -5.725], [-0.604, 1.735, -5.042], [0.423, 1.370, -2.812], [1.610, -5.228, -0.434], [4.083, -4.745, -0.321], [4.832, -2.369, -0.510], [3.111, -0.581, -0.647], [0.388, -1.247, 2.190], [1.117, 0.485, 1.706], [2.976, 0.580, 1.954], [0.308, 1.807, 2.759], [0.527, 2.118, 4.101], [-0.189, 3.145, 4.693], [-1.122, 3.870, 3.956], [-1.346, 3.572, 2.623], [-0.633, 2.538, 2.016], [-0.749, 1.903, 0.260], [-2.360, 0.835, 0.104], [-0.724, 3.341, -0.946], [0.000, -1.085, 3.197], [1.132, -2.041, 2.212], [-0.500, -1.668, 1.672], [3.169, 0.718, 3.020], [3.369, 1.460, 1.443], [3.536, -0.295, 1.630], [1.253, 1.568, 4.688], [-0.023, 3.392, 5.733], [-1.671, 4.672, 4.431], [-2.072, 4.150, 2.063], [-3.037, 1.331, 0.802], [-2.342, -0.205, 0.481], [-2.819, 0.829, -0.882], [-1.378, 4.125, -0.556], [-1.066, 3.098, -1.951], [0.280, 3.761, -1.008]],
  "homo_lumo_gap_ev": [8.00, 6.86],
  "total_charge": 1,
  "multiplicity": 3,
  "e_homo_ev": [-10.87, -10.81],
  "total_energy_ev": -47360.36167
}

=====

Computed values of max |F| (unit: eV/A) for the preceding records, in sequence: 3.26; 2.63; 1.42; 2.63; 3.85; 0.65.